The following is a DFT calculation (ωB97M-V with the def2-TZVPD basis set) of one molecule with the formula C5H13N3 in a non-equilibrium geometry.

Output
* energy relative to the best compared isomer or geometry (same formula, charge and spin): 3.100 eV
* multiplicity: 1
* E_tot: -362.46834 hartree

Positions of all 21 atoms, in Å:
C (-0.06, -0.67, 0.81)
C (-0.26, 0.70, 0.16)
C (-0.86, 1.07, -2.57)
N (-1.22, 0.39, -1.33)
N (0.41, -1.64, -0.18)
N (-1.14, 1.52, 0.79)
C (0.81, -0.47, 2.03)
C (1.96, -1.09, 2.26)
H (-1.21, -0.63, -1.43)
H (-1.05, -0.99, 1.15)
H (0.68, 1.08, -0.28)
H (1.34, -1.40, -0.51)
H (0.45, -2.57, 0.23)
H (-1.98, 0.95, -0.71)
H (-0.87, 2.50, 0.74)
H (0.41, 0.24, 2.73)
H (-0.90, 2.15, -2.39)
H (-1.54, 0.81, -3.38)
H (0.15, 0.80, -2.87)
H (2.38, -1.82, 1.58)
H (2.50, -0.94, 3.19)